Molecular formula: C20H21N3O4
Method: DFT, ωB97M-V with the def2-TZVPD basis set

Atoms and positions in Å:
C 6.0798 4.9557 3.6024
H 6.9113 5.6139 3.3640
H 5.4019 5.4349 4.3116
H 6.4417 4.0223 4.0382
O 5.4144 4.7036 2.3744
C 4.3313 3.8860 2.4705
O 3.9352 3.3972 3.4905
N 3.7946 3.7309 1.2268
N 2.7070 2.9663 1.0194
C 2.2430 2.8531 -0.1603
C 1.0925 2.0514 -0.4358
C 0.5092 1.8620 -1.6670
N -0.5803 1.0533 -1.5636
C -0.7192 0.6724 -0.2484
C -1.6680 -0.1357 0.3661
C -1.5504 -0.3372 1.7250
C -0.5261 0.2565 2.4654
C 0.4086 1.0741 1.8684
C 0.3135 1.2855 0.4961
H 1.1997 1.5459 2.4278
H -0.4735 0.0698 3.5277
H -2.2677 -0.9703 2.2260
H -2.4692 -0.6024 -0.1870
C -1.3222 0.5388 -2.6785
H -1.5235 1.3411 -3.3955
H -2.2718 0.1487 -2.3076
C -0.5352 -0.5793 -3.3957
O -0.0823 -1.5706 -2.5113
C -0.9939 -2.3704 -1.8691
C -2.2993 -2.5889 -2.2791
C -3.1346 -3.4290 -1.5545
C -2.6736 -4.0633 -0.4107
C -1.3535 -3.8491 -0.0062
C -0.5286 -3.0158 -0.7222
H 0.4874 -2.8372 -0.4100
H -1.0025 -4.3452 0.8840
O -3.4117 -4.8979 0.3770
C -4.7451 -5.1559 0.0149
H -4.8110 -5.6346 -0.9680
H -5.1299 -5.8375 0.7719
H -5.3475 -4.2412 0.0144
H -4.1454 -3.5712 -1.9036
H -2.6951 -2.1188 -3.1671
H -1.1422 -0.9973 -4.2095
H 0.3809 -0.1631 -3.8238
H 0.7973 2.2683 -2.6192
H 2.7072 3.3654 -1.0163
H 4.2464 4.2148 0.4476

Calculated values
Structure (SMILES): COC(=O)N/N=C/c1cn(CCOc2ccc(OC)cc2)c2ccccc12
HOMO in eV: -7.5
ΔE to the lowest compared entry with this formula, charge and spin in kJ/mol: 310.57
Charge: 0
Gap between HOMO and LUMO in hartree: 0.299

These are the natural (NBO) partial charges, in e, on atoms 1 to 2:
1 C -0.253
2 H 0.192